# 1
{"formula": "C2H3Cl3OP", "method": "wB97M-V/def2-TZVPD", "de_lowest_ev": 2.3543, "total_energy_ha": -1874.8487, "multiplicity": 1, "lumo_ev": -7.206, "total_charge": 1, "homo_lumo_gap_ev": 8.7, "elements": ["C", "C", "O", "P", "Cl", "Cl", "Cl", "H", "H", "H"], "positions_angstrom": [[-1.5356, 0.0538, 0.4940], [-0.4563, 0.4507, -0.4188], [-1.2577, -0.6349, -0.6957], [1.2804, -0.2282, -0.1320], [3.1499, 1.4686, 0.1318], [1.3430, -1.3251, 1.4631], [1.7667, -1.2695, -1.6871], [-1.3123, -0.4741, 1.4123], [-2.4541, 0.6325, 0.4907], [-0.5240, 1.3262, -1.0583]], "forces_ev_per_angstrom": [[-0.2, 0.4, 0.9], [0.8, 0.4, 0.2], [-0.1, -1.0, -0.8], [1.9, 2.7, 0.2], [-3.1, -2.6, -0.4], [0.1, 0.0, 0.1], [0.1, 0.0, -0.1], [0.0, 0.0, 0.0], [0.1, 0.1, 0.0], [0.3, 0.0, 0.0]], "lowdin_charge": [-0.096, -0.425, -0.041, 0.078, 0.113, 0.496, 0.494, 0.099, 0.140, 0.142]}

***

# 2
{"formula": "C52H46BaF5N5O3", "method": "wB97M-V/def2-TZVPD", "de_lowest_ev": 0.0000, "total_energy_ha": -3033.6005, "multiplicity": 1, "lumo_ev": 4.079, "total_charge": -2, "homo_lumo_gap_ev": 6.5, "elements": ["Ba", "O", "C", "C", "C", "C", "C", "C", "C", "C", "C", "O", "C", "C", "C", "C", "C", "C", "C", "C", "C", "C", "C", "C", "N", "C", "C", "C", "C", "C", "C", "C", "C", "C", "C", "C", "C", "H", "H", "H", "H", "H", "H", "H", "H", "H", "H", "H", "H", "H", "H", "H", "H", "H", "H", "H", "H", "H", "H", "H", "H", "H", "H", "H", "N", "C", "C", "C", "C", "N", "H", "H", "H", "H", "H", "H", "H", "H", "H", "H", "H", "H", "O", "C", "C", "C", "C", "C", "C", "C", "N", "C", "C", "N", "H", "H", "H", "H", "H", "H", "H", "F", "C", "C", "C", "F", "C", "F", "C", "F", "C", "F"], "positions_angstrom": [[0.5660, 1.0600, -0.8457], [0.5612, 2.2124, 1.0310], [0.7269, 2.6584, 2.2958], [1.9597, 1.9376, 2.9537], [1.8353, 0.4439, 3.0466], [1.3509, -0.1621, 4.2034], [1.3345, -1.5409, 4.2762], [1.8027, -2.2781, 3.2056], [2.2762, -1.6109, 2.0756], [2.9675, -2.3526, 0.9720], [2.2477, -2.5588, -0.4334], [1.9030, -1.4049, -1.0103], [1.1049, -3.6012, -0.4280], [0.3932, -3.7116, -1.6252], [-0.5863, -4.6742, -1.7977], [-0.8849, -5.5565, -0.7641], [-0.1883, -5.4593, 0.4281], [0.8037, -4.4962, 0.5903], [3.4073, -3.2904, -1.2202], [4.1650, -2.5216, -2.0930], [5.2230, -3.0674, -2.8062], [5.5461, -4.4095, -2.6566], [4.8035, -5.1882, -1.7791], [3.7486, -4.6337, -1.0662], [2.2883, -0.2743, 2.0150], [0.9928, 4.1947, 2.3537], [0.5830, 4.9494, 1.2582], [0.7255, 6.3279, 1.2329], [1.2874, 6.9909, 2.3155], [1.7077, 6.2529, 3.4124], [1.5641, 4.8716, 3.4300], [-0.5573, 2.5005, 3.1535], [-0.5914, 2.6372, 4.5400], [-1.7850, 2.5443, 5.2402], [-2.9792, 2.3351, 4.5635], [-2.9605, 2.2154, 3.1817], [-1.7606, 2.2908, 2.4890], [2.1721, 2.3394, 3.9445], [2.7948, 2.1678, 2.2911], [0.9971, 0.4379, 5.0294], [0.9724, -2.0398, 5.1679], [1.8444, -3.3576, 3.2683], [3.3171, -3.3206, 1.3413], [3.8400, -1.7591, 0.6941], [0.6401, -3.0083, -2.4138], [-1.1350, -4.7262, -2.7319], [-1.6590, -6.3052, -0.8886], [-0.4176, -6.1361, 1.2443], [1.3417, -4.4547, 1.5272], [3.8755, -1.4842, -2.1917], [5.7984, -2.4454, -3.4846], [6.3702, -4.8434, -3.2118], [5.0449, -6.2388, -1.6558], [3.1826, -5.2660, -0.3926], [0.1635, 4.4128, 0.4182], [0.4009, 6.8843, 0.3608], [1.4044, 8.0685, 2.3021], [2.1546, 6.7562, 4.2633], [1.9207, 4.3393, 4.3032], [0.3204, 2.8179, 5.0950], [-1.7827, 2.6409, 6.3206], [-3.9135, 2.2748, 5.1099], [-3.8850, 2.0605, 2.6367], [-1.7296, 2.1922, 1.4118], [-1.9945, -1.0876, 3.0509], [-2.4443, -2.4106, 2.6780], [-3.8298, -2.4614, 2.0353], [-4.0141, -1.6443, 0.7511], [-3.0930, -2.0489, -0.4077], [-1.7644, -1.4335, -0.3347], [-2.7389, -0.5334, 3.4575], [-1.6616, -0.5976, 2.2293], [-2.4695, -3.0402, 3.5798], [-1.7056, -2.8288, 1.9982], [-4.5574, -2.1074, 2.7778], [-4.0621, -3.5134, 1.8254], [-3.8594, -0.5787, 0.9481], [-5.0560, -1.7731, 0.4383], [-2.9859, -3.1377, -0.4068], [-3.5931, -1.7789, -1.3497], [-1.8236, -0.5051, -0.7499], [-1.0981, -1.9291, -0.9120], [-1.4484, 0.6375, -2.1977], [-1.8873, 0.2679, -3.3338], [-3.2785, 0.3220, -3.6520], [-3.7751, -0.0777, -4.8700], [-2.9249, -0.5686, -5.8637], [-1.5707, -0.6434, -5.5912], [-1.0356, -0.2523, -4.3627], [0.4079, -0.3556, -4.1553], [1.2173, 0.4461, -3.4894], [2.4891, -0.0067, -3.7120], [2.4701, -1.1009, -4.5193], [1.1410, -1.3205, -4.7887], [-3.9423, 0.7106, -2.8876], [-4.8389, -0.0032, -5.0725], [-3.3165, -0.8673, -6.8286], [-0.9012, -0.9857, -6.3754], [3.3447, 0.4953, -3.2889], [3.2465, -1.7426, -4.8969], [0.7646, -2.0855, -5.3158], [-2.4230, 2.7662, -0.7232], [-1.6989, 3.7328, -1.3646], [-0.3855, 3.5055, -1.7281], [0.2114, 4.5889, -2.3310], [1.5226, 4.5018, -2.7296], [-0.4022, 5.8086, -2.5659], [0.2425, 6.8398, -3.1661], [-1.7157, 5.9800, -2.1729], [-2.3419, 7.1578, -2.3749], [-2.3735, 4.9275, -1.5660], [-3.6622, 5.0936, -1.1822]], "forces_ev_per_angstrom": [[1.1, -2.1, -1.2], [-0.1, 1.3, 2.5], [0.3, 0.4, 0.8], [-0.4, 0.1, -0.3], [0.0, -0.1, 0.1], [0.0, 0.0, 0.0], [-0.1, 0.0, 0.0], [0.0, 0.0, 0.0], [0.0, 0.0, 0.2], [-0.3, -0.1, -0.4], [0.6, -0.3, 0.2], [-0.3, 0.1, 0.1], [0.1, 0.1, -0.1], [0.0, 0.0, 0.0], [0.0, 0.1, 0.0], [0.0, 0.0, 0.0], [0.0, 0.0, 0.0], [0.0, 0.1, 0.0], [0.0, 0.0, -0.1], [0.0, 0.1, 0.0], [0.0, 0.0, 0.0], [0.0, 0.0, 0.0], [0.0, -0.1, 0.0], [0.0, 0.1, 0.0], [0.0, 0.1, -0.1], [0.0, 0.0, -0.2], [0.0, -0.1, 0.0], [0.0, 0.1, 0.0], [0.0, 0.0, 0.0], [0.0, 0.1, 0.0], [0.0, 0.0, 0.0], [0.0, -0.1, -0.2], [0.0, -0.1, 0.0], [0.0, 0.0, 0.0], [0.0, 0.0, 0.0], [-0.1, 0.0, 0.0], [0.1, -0.1, -0.1], [0.0, 0.0, 0.0], [0.1, 0.0, 0.1], [0.0, 0.0, 0.0], [0.0, 0.0, 0.0], [0.0, 0.0, -0.1], [0.0, 0.0, 0.1], [0.1, 0.0, 0.1], [0.0, 0.0, 0.0], [0.0, 0.0, 0.0], [0.0, 0.0, 0.0], [0.0, 0.0, 0.0], [0.0, 0.0, 0.0], [0.0, 0.0, 0.0], [0.0, 0.0, 0.0], [0.0, 0.0, 0.0], [0.0, 0.0, 0.0], [-0.1, 0.0, 0.0], [0.0, 0.1, 0.0], [0.0, 0.0, 0.0], [0.0, 0.0, 0.0], [0.0, 0.0, 0.0], [-0.1, 0.0, 0.0], [0.0, 0.0, 0.0], [0.0, 0.0, 0.0], [0.0, 0.0, 0.0], [0.0, 0.0, 0.0], [-0.1, 0.0, 0.0], [0.2, 0.1, 0.1], [-0.2, 0.0, 0.1], [0.0, 0.0, -0.1], [0.3, -0.2, 0.0], [-0.1, 0.0, -0.2], [-0.3, 0.1, 0.6], [0.0, 0.0, 0.0], [0.0, 0.1, 0.0], [0.1, 0.0, -0.1], [0.1, -0.1, -0.1], [0.0, -0.1, 0.0], [-0.1, 0.0, 0.0], [-0.1, 0.0, 0.0], [0.0, 0.1, -0.1], [0.1, 0.0, 0.0], [0.0, -0.1, 0.0], [-0.2, -0.2, -0.1], [0.0, -0.2, 0.0], [-0.6, -0.3, -0.5], [-0.2, -0.1, -0.2], [0.0, 0.1, 0.1], [0.1, 0.0, -0.1], [-0.1, 0.0, -0.1], [0.0, 0.0, 0.0], [-0.2, 0.1, 0.1], [0.3, -0.1, -0.1], [-0.1, 0.0, -0.5], [0.0, 0.0, -0.3], [0.1, 0.1, -0.1], [0.0, 0.1, 0.0], [0.1, 0.0, 0.0], [0.0, 0.0, 0.1], [0.0, 0.0, 0.0], [0.0, 0.0, 0.0], [0.0, -0.1, 0.1], [0.0, 0.0, 0.1], [-0.1, 0.0, 0.0], [0.0, 0.0, 0.1], [0.4, 0.2, -0.2], [-0.5, 1.0, -0.4], [-0.3, -0.3, 0.2], [0.1, 0.1, 0.0], [0.2, 0.0, -0.1], [0.0, 0.1, 0.0], [0.1, -0.1, 0.0], [-0.1, 0.1, 0.0], [-0.2, -0.2, 0.1], [0.0, 0.1, 0.0]], "lowdin_charge": [1.995, -0.615, -0.506, -0.057, -0.255, -0.033, -0.079, -0.041, -0.250, -0.056, -0.543, -0.325, -0.137, -0.041, -0.090, -0.121, -0.101, -0.046, -0.133, -0.038, -0.100, -0.129, -0.110, -0.039, 0.177, -0.112, 0.004, -0.070, -0.119, -0.112, -0.053, -0.112, -0.053, -0.100, -0.120, -0.094, -0.016, 0.092, 0.129, 0.097, 0.099, 0.091, 0.107, 0.124, 0.113, 0.098, 0.088, 0.092, 0.085, 0.085, 0.092, 0.083, 0.087, 0.105, 0.084, 0.098, 0.086, 0.087, 0.091, 0.097, 0.090, 0.087, 0.101, 0.097, 0.029, -0.307, -0.221, -0.207, -0.263, 0.039, 0.051, 0.049, 0.095, 0.091, 0.096, 0.098, 0.102, 0.097, 0.100, 0.098, 0.004, 0.036, -0.364, -0.386, -0.028, -0.131, -0.149, -0.081, -0.089, -0.294, -0.001, -0.181, -0.110, 0.099, 0.107, 0.087, 0.075, 0.095, 0.105, 0.098, 0.140, 0.018, -0.281, -0.126, -0.276, 0.018, -0.171, 0.061, -0.165, 0.073, -0.155, 0.068]}

***

# 3
{"formula": "C7H14O3S", "method": "wB97M-V/def2-TZVPD", "de_lowest_ev": 1.6778, "total_energy_ha": -898.9104, "multiplicity": 1, "lumo_ev": 0.728, "total_charge": 0, "homo_lumo_gap_ev": 11.0, "smiles": "CCC1(CC)O[C@@H]1S(C)(=O)=O", "elements": ["C", "C", "C", "C", "C", "C", "C", "O", "O", "O", "S", "H", "H", "H", "H", "H", "H", "H", "H", "H", "H", "H", "H", "H", "H"], "positions_angstrom": [[1.2577, -0.7749, 0.7829], [-0.1447, -0.2494, 0.2137], [-1.0437, 1.9361, -0.5174], [-1.0013, -2.4807, -0.6260], [3.3070, 1.2101, 0.8807], [-0.2575, 0.6837, -0.9756], [-1.3202, -1.2005, 0.3094], [2.5818, -0.0051, -1.4785], [3.6752, -1.3615, 0.2423], [0.4498, 0.2623, 1.4169], [2.8066, -0.2552, -0.0551], [1.2887, -1.7145, 1.2591], [-2.1360, 1.7453, -0.3864], [-0.9986, 2.6719, -1.3125], [-0.5379, 2.4632, 0.3779], [-1.8635, -3.0983, -0.5374], [-0.0913, -2.9149, -0.0619], [-0.9107, -2.1660, -1.7118], [3.2099, 2.0184, 0.1001], [2.5965, 1.1150, 1.6110], [4.2601, 1.1607, 1.3396], [0.8038, 0.9057, -1.2466], [-0.6286, 0.3179, -1.8965], [-1.4475, -1.5561, 1.3231], [-2.1945, -0.6952, -0.1480]], "forces_ev_per_angstrom": [[-2.9, 3.3, -2.1], [1.5, -1.7, 0.2], [0.5, 0.7, 0.4], [1.0, 2.0, 1.5], [0.1, 0.1, -3.7], [2.2, 1.8, 1.8], [0.6, -0.7, -1.7], [0.2, 0.5, 1.6], [0.5, -0.1, 0.3], [0.3, -0.6, -0.8], [0.2, -1.6, -0.8], [0.4, -0.9, 0.6], [0.9, 0.0, 0.4], [0.0, 0.2, -0.3], [-1.1, -1.1, -1.2], [-0.5, -0.9, 0.0], [-1.3, 0.1, -1.8], [0.5, -0.5, 1.4], [-0.1, -0.4, 1.4], [-2.0, 1.0, 2.0], [1.1, -0.4, -0.1], [-1.1, 0.6, 0.2], [-0.8, -1.1, -0.5], [-0.4, 0.1, 0.2], [0.2, -0.2, 0.9]], "lowdin_charge": [-0.193, -0.415, -0.081, -0.056, -0.088, -0.179, -0.154, -0.333, -0.334, -0.036, 0.690, 0.109, 0.080, 0.058, 0.106, 0.042, 0.096, 0.093, 0.101, 0.012, 0.061, 0.089, 0.106, 0.113, 0.113]}

***

# 4
{"formula": "C27H32N3O2Se2W", "method": "wB97M-V/def2-TZVPD", "de_lowest_ev": 0.0000, "total_energy_ha": -6231.7856, "multiplicity": 1, "lumo_ev": -11.031, "total_charge": 3, "homo_lumo_gap_ev": 5.5, "elements": ["W", "C", "C", "C", "C", "C", "C", "C", "N", "C", "N", "C", "C", "C", "C", "C", "C", "C", "N", "C", "C", "C", "C", "C", "C", "C", "H", "H", "H", "H", "H", "H", "H", "H", "H", "H", "H", "H", "H", "H", "H", "H", "H", "H", "H", "H", "H", "H", "O", "C", "C", "C", "O", "C", "Se", "C", "Se", "H", "H", "H", "H", "H", "H", "H", "H", "H", "H"], "positions_angstrom": [[-0.6574, 0.0171, 1.0151], [-2.0662, -5.4733, 2.2849], [-2.1489, -5.9427, 0.8546], [-1.9851, -7.2913, 0.5464], [-2.0664, -7.7518, -0.7588], [-2.3162, -6.8704, -1.8037], [-2.4756, -5.5245, -1.5308], [-2.3894, -5.0806, -0.2155], [-2.5534, -3.6601, 0.0266], [-1.5337, -2.8640, 0.2640], [-0.2890, -3.3292, 0.2857], [0.8986, -2.5794, 0.3557], [0.9191, -1.1615, 0.5179], [2.2027, -0.5445, 0.4794], [3.3498, -1.2765, 0.3465], [3.2833, -2.6664, 0.2364], [2.0708, -3.3365, 0.2274], [2.0187, -4.8343, 0.0657], [-1.6661, -1.5461, 0.5100], [-2.8032, -0.6820, 0.4619], [-3.6585, -0.5547, 1.5924], [-4.7190, 0.3096, 1.5400], [-4.9292, 1.0687, 0.3781], [-4.1038, 0.9531, -0.7304], [-3.0440, 0.0536, -0.7480], [-2.2879, -0.2114, -2.0171], [-2.4919, -6.2211, 2.9512], [-2.6049, -4.5404, 2.4530], [-1.0267, -5.3326, 2.5947], [-1.8101, -7.9934, 1.3521], [-1.9460, -8.8074, -0.9620], [-2.3922, -7.2310, -2.8200], [-2.6788, -4.8188, -2.3275], [-3.4848, -3.2645, 0.0373], [-0.1948, -4.3267, 0.1165], [2.2925, 0.5324, 0.5376], [4.3077, -0.7754, 0.3135], [4.1980, -3.2370, 0.1343], [3.0240, -5.2438, 0.0147], [1.5098, -5.1243, -0.8589], [1.5177, -5.3194, 0.9083], [-3.4583, -1.1554, 2.4719], [-5.3905, 0.4054, 2.3824], [-5.7662, 1.7555, 0.3411], [-4.3080, 1.5414, -1.6162], [-2.2415, 0.6849, -2.6330], [-2.8331, -0.9651, -2.5930], [-1.2768, -0.5871, -1.8617], [-0.9885, 4.8868, 3.4272], [0.3612, 4.5009, 3.3162], [0.3747, 3.0830, 2.6760], [1.8383, 2.6927, 2.3979], [2.2377, 3.1548, 1.1258], [-0.2591, 2.1964, 3.7315], [-0.4862, 0.2130, 3.3306], [-0.4624, 3.2262, 1.4117], [-0.1219, 1.9728, -0.1637], [-1.0606, 5.7649, 3.8202], [0.8623, 4.4583, 4.2884], [0.9339, 5.1704, 2.6656], [1.9319, 1.6020, 2.4197], [2.4745, 3.0872, 3.1930], [2.9660, 3.7828, 1.1855], [-1.2584, 2.5200, 4.0110], [0.3695, 2.1251, 4.6193], [-0.2006, 4.1445, 0.8896], [-1.5326, 3.2221, 1.5986]], "forces_ev_per_angstrom": [[-0.1, 0.5, -0.3], [0.0, 0.0, -0.1], [0.0, 0.1, 0.1], [0.0, -0.1, -0.1], [0.0, 0.0, 0.0], [0.0, 0.0, 0.0], [0.0, 0.1, 0.0], [0.1, -0.1, -0.1], [-0.1, 0.1, 0.0], [0.2, -0.1, -0.1], [0.0, 0.0, 0.0], [-0.1, 0.1, 0.0], [0.2, -0.5, 0.0], [-0.1, 0.3, 0.1], [0.1, -0.1, 0.0], [0.0, 0.1, 0.0], [0.0, -0.1, 0.0], [0.0, 0.1, 0.0], [-0.3, -0.1, 0.1], [0.3, 0.2, -0.3], [0.0, 0.0, 0.1], [0.0, 0.0, 0.0], [0.0, 0.0, 0.0], [-0.1, 0.0, 0.0], [-0.1, -0.2, 0.1], [-0.1, 0.0, 0.0], [0.0, 0.0, 0.0], [0.0, 0.0, 0.0], [0.0, 0.0, 0.0], [0.0, 0.0, 0.0], [0.0, 0.0, 0.0], [0.0, 0.0, 0.0], [0.0, 0.0, 0.0], [0.0, 0.0, 0.0], [0.0, 0.0, 0.0], [0.0, 0.0, 0.0], [0.0, 0.0, 0.0], [0.0, 0.0, 0.0], [0.0, 0.0, 0.0], [0.0, 0.0, 0.0], [0.0, 0.0, 0.0], [0.0, 0.0, 0.0], [0.0, 0.0, 0.0], [0.0, 0.0, 0.0], [0.0, 0.0, 0.0], [0.0, 0.0, 0.0], [0.0, 0.0, 0.0], [0.0, 0.0, 0.0], [0.0, 0.0, 0.0], [0.0, 0.0, 0.0], [0.0, 0.1, 0.1], [-0.1, 0.1, 0.0], [-0.1, 0.0, 0.0], [0.0, -0.2, -0.1], [0.2, 0.1, 0.4], [0.0, -0.1, 0.0], [0.0, -0.1, 0.2], [0.0, 0.0, 0.0], [0.0, 0.0, 0.0], [0.0, 0.0, 0.0], [0.0, 0.0, 0.0], [0.0, 0.0, 0.0], [0.0, 0.0, 0.0], [0.0, 0.0, 0.0], [0.0, 0.0, 0.0], [0.0, 0.0, 0.0], [0.0, 0.0, 0.0]], "lowdin_charge": [1.092, -0.019, -0.215, -0.008, -0.026, -0.040, -0.009, -0.214, 0.189, -0.305, 0.203, -0.147, -0.270, -0.120, -0.019, 0.044, -0.176, -0.006, -0.103, -0.354, -0.023, -0.010, 0.032, 0.009, -0.228, -0.025, 0.099, 0.072, 0.086, 0.132, 0.127, 0.124, 0.122, 0.181, 0.134, 0.060, 0.134, 0.142, 0.102, 0.106, 0.099, 0.126, 0.136, 0.141, 0.144, 0.104, 0.119, 0.069, -0.025, -0.190, -0.552, -0.215, -0.084, -0.346, 0.849, -0.336, 0.924, 0.129, 0.147, 0.149, 0.090, 0.155, 0.129, 0.091, 0.096, 0.090, 0.089]}